(1)
Density functional theory data (the ωB97M-V functional and the def2-TZVPD basis) for C25H40N6O4Sn as an isolated structure.

Structure (XYZ):
```
76
C25H40N6O4Sn | OMol25 | the ωB97M-V functional and the def2-TZVPD basis
Sn 2.030 0.767 1.031
N 2.414 3.222 0.218
C 2.388 4.149 1.346
C 2.605 3.481 2.714
O 2.858 4.241 3.668
N 2.466 2.169 2.748
C 2.601 1.542 4.046
C 2.720 0.015 3.989
O 3.042 -0.566 5.033
O 2.458 -0.565 2.879
H 3.363 3.062 -0.096
H 1.876 3.553 -0.572
H 1.407 4.626 1.404
H 3.136 4.945 1.258
H 1.724 1.771 4.665
H 3.471 1.928 4.582
N 4.499 -1.261 -2.667
C 3.953 -0.436 -1.698
O 3.078 0.350 -1.988
C 4.593 -0.585 -0.336
C 4.319 0.615 0.564
H 3.980 -1.361 -3.523
H 5.069 -2.035 -2.376
H 5.664 -0.779 -0.492
H 4.165 -1.483 0.128
H 4.741 1.511 0.088
H 4.862 0.475 1.503
N -2.192 2.237 1.211
N -1.287 3.314 0.902
H -2.089 2.063 2.204
H -1.874 1.388 0.732
H -0.328 2.976 0.977
H -1.432 3.520 -0.079
C 0.094 3.301 -3.459
C -0.756 2.101 -3.110
C -1.750 1.649 -3.993
C -2.478 0.514 -3.654
C -3.550 -0.010 -4.582
C -2.246 -0.156 -2.462
C -1.264 0.279 -1.514
C -0.538 1.446 -1.925
N -0.950 -0.227 -0.322
C -1.521 -1.444 0.202
C -1.276 -2.699 -0.670
C -1.791 -3.961 0.032
C -1.053 -4.164 1.356
C -1.291 -2.946 2.250
C -2.787 -2.808 2.539
C -3.534 -2.617 1.217
C -3.291 -3.830 0.316
C -3.036 -1.350 0.515
C -0.793 -1.692 1.536
H -0.183 3.715 -4.430
H 1.149 3.016 -3.490
H -0.019 4.089 -2.708
H -1.940 2.168 -4.928
H -3.630 0.607 -5.479
H -4.520 -0.013 -4.078
H -3.332 -1.037 -4.889
H -2.846 -1.037 -2.273
H 0.255 1.774 -1.263
H -0.199 -2.780 -0.848
H -1.758 -2.595 -1.644
H -1.627 -4.832 -0.618
H 0.019 -4.281 1.171
H -1.412 -5.077 1.850
H -0.742 -3.069 3.189
H -2.958 -1.943 3.187
H -3.160 -3.700 3.060
H -4.610 -2.524 1.417
H -3.846 -3.717 -0.623
H -3.656 -4.741 0.807
H -3.206 -0.477 1.153
H -3.603 -1.191 -0.405
H 0.276 -1.778 1.332
H -0.920 -0.810 2.171
```

Output
DFT total energy, eV: -49539.0030
Total charge: -2
E_LUMO, eV: 4.58
E_HOMO, eV: -0.66
Maximum force, eV Å⁻¹: 0.94

(2)
Density functional theory data (the ωB97M-V functional and the def2-TZVPD basis) for C4H8BN as an isolated structure.

Structure (XYZ):
```
14
C4H8BN | OMol25 | the ωB97M-V functional and the def2-TZVPD basis
B 0.531 -0.397 0.482
C 1.018 0.038 -0.829
C 0.043 0.733 -1.478
C -1.187 1.172 -0.701
C 0.751 -1.513 1.461
N -1.022 0.875 0.675
H 1.905 -0.256 -1.405
H -0.184 0.651 -2.535
H -1.369 2.149 -0.873
H -2.000 0.637 -1.247
H -0.184 -2.089 1.233
H 0.663 -1.416 2.564
H 1.571 -2.198 1.399
H -0.537 1.614 1.254
```

Output
DFT total energy, eV: -6441.7748
Total charge: 0
E_LUMO, eV: 0.42
E_HOMO, eV: -8.50
Maximum force, eV Å⁻¹: 4.38

(3)
Density functional theory data (the ωB97M-V functional and the def2-TZVPD basis) for C5H11NO2 in the gas phase.

Structure (XYZ):
```
19
C5H11NO2 | OMol25 | the ωB97M-V functional and the def2-TZVPD basis
C 1.684 -0.856 0.593
N 0.558 0.044 0.866
C -0.724 -0.315 0.284
C -1.749 0.745 0.642
O -1.480 1.874 -0.158
C -0.572 -0.371 -1.233
O -0.955 -1.318 -1.885
C 3.036 -0.175 0.682
H 1.636 -1.664 1.329
H 1.579 -1.273 -0.422
H 0.858 0.955 0.519
H -1.024 -1.307 0.627
H -1.815 0.939 1.711
H -2.752 0.361 0.393
H -1.902 2.681 0.150
H -0.023 0.403 -1.798
H 3.178 0.511 -0.140
H 3.184 0.350 1.631
H 3.786 -0.956 0.604
```

Output
DFT total energy, eV: -10947.4623
Total charge: 0
E_LUMO, eV: 0.68
E_HOMO, eV: -8.84
Maximum force, eV Å⁻¹: 1.71
SMILES: CCN[C@H](C=O)CO

(4)
Density functional theory data (the ωB97M-V functional and the def2-TZVPD basis) for a 2-piece molecular cluster, CH2O3S2 overall.

Structure (XYZ):
```
8
CH2O3S2 | OMol25 | the ωB97M-V functional and the def2-TZVPD basis
C 1.337 0.277 -0.519
O 1.923 1.341 -0.356
O 0.774 3.017 1.703
O -0.424 1.662 -0.039
S 2.039 -1.414 -0.986
S 0.324 2.957 0.338
H 0.210 0.624 -0.728
H 0.731 -1.732 -1.156
```

Output
DFT total energy, eV: -28879.6447
Total charge: 0
E_LUMO, eV: -1.27
E_HOMO, eV: -10.07
Maximum force, eV Å⁻¹: 5.98

(5)
Density functional theory data (the ωB97M-V functional and the def2-TZVPD basis) for C11H11BrFN2 as an isolated structure.

Structure (XYZ):
```
26
C11H11BrFN2 | OMol25 | the ωB97M-V functional and the def2-TZVPD basis
C 2.564 -2.685 -1.260
C 2.634 -0.925 -2.950
C 0.823 -2.134 0.576
C 1.578 -1.945 -0.591
C 1.133 -0.693 -1.110
C 1.680 -0.192 -2.299
C 3.070 -2.162 -2.426
C -1.839 1.227 -1.087
C -0.749 1.379 -0.404
C 0.020 2.414 0.266
C -0.974 -0.861 1.732
N 0.194 -0.221 -0.278
N 0.015 -1.088 0.718
F 1.256 0.984 -2.776
Br 4.396 -3.117 -3.385
H 2.904 -3.631 -0.871
H 3.052 -0.552 -3.873
H 0.840 -2.946 1.276
H -2.172 0.302 -1.519
H -2.482 2.081 -1.254
H -0.195 3.368 -0.221
H -0.244 2.498 1.322
H 1.091 2.235 0.188
H -1.976 -0.940 1.307
H -0.863 -1.599 2.521
H -0.855 0.136 2.157
```

Output
DFT total energy, eV: -87317.0668
Total charge: +1
E_LUMO, eV: -3.60
E_HOMO, eV: -12.07
Maximum force, eV Å⁻¹: 4.11

(6)
Density functional theory data (the ωB97M-V functional and the def2-TZVPD basis) for a 3-piece molecular cluster, C25H46N2O11P2S overall.

Structure (XYZ):
```
87
C25H46N2O11P2S | OMol25 | the ωB97M-V functional and the def2-TZVPD basis
C 6.165 -1.948 3.165
C 4.600 -1.524 2.806
C 4.451 0.042 2.326
C 3.124 0.690 3.043
C 2.230 1.412 1.874
C 0.925 0.559 1.367
C 0.734 -1.082 1.513
C -0.667 -1.783 0.936
C -0.981 -3.418 1.073
C -1.730 -3.610 2.556
O -2.777 -2.609 2.812
C -4.073 -2.989 2.228
O -4.423 -4.201 1.784
C -5.252 -1.819 2.152
C -4.695 -0.297 2.396
C -1.863 -0.910 0.178
N -3.172 -1.362 -0.437
S -4.039 0.028 -1.079
N -2.878 1.300 -0.683
C -1.677 0.713 0.034
C -0.319 1.409 0.642
O -0.151 2.868 0.563
C -1.197 3.596 1.297
C -1.728 2.867 2.666
C -0.557 2.623 3.808
H 6.234 -3.117 3.206
H 6.922 -1.585 2.323
H 6.443 -1.480 4.221
H 4.177 -2.194 1.917
H 3.985 -1.664 3.808
H 4.388 0.084 1.134
H 5.428 0.675 2.591
H 3.526 1.567 3.745
H 2.534 -0.036 3.746
H 1.815 2.470 2.235
H 2.870 1.662 0.898
H 1.558 -1.727 2.044
H -1.618 -3.829 0.182
H 0.076 -3.935 1.191
H -0.866 -3.392 3.350
H -2.056 -4.725 2.751
H -5.772 -1.826 1.086
H -6.138 -2.017 2.926
H -5.035 0.122 3.434
H -5.176 0.406 1.561
H -3.536 -0.166 2.296
H -2.120 3.927 0.618
H -0.701 4.626 1.642
H -2.500 3.627 3.167
H -2.372 1.882 2.470
H -0.318 1.455 3.773
H -1.100 2.785 4.857
H 0.389 3.296 3.664
C 7.453 -0.996 -2.437
O 6.960 -0.570 -1.187
P 7.633 0.669 -0.414
O 6.730 1.367 0.549
O 8.235 1.615 -1.572
C 7.328 2.380 -2.333
O 8.963 0.049 0.252
C 9.772 0.965 0.970
H 6.785 -0.617 -3.215
H 8.470 -0.645 -2.627
H 7.443 -2.088 -2.477
H 6.334 2.404 -1.887
H 7.267 1.959 -3.339
H 7.714 3.405 -2.407
H 9.160 1.639 1.577
H 10.373 1.548 0.267
H 10.440 0.410 1.633
C -9.115 -1.668 -5.896
O -8.178 -0.994 -6.704
P -7.248 0.169 -6.095
O -5.969 0.393 -6.832
O -7.066 -0.206 -4.538
C -6.207 -1.277 -4.217
O -8.213 1.458 -6.029
C -7.633 2.628 -5.480
H -8.696 -2.643 -5.629
H -9.358 -1.114 -4.986
H -10.033 -1.832 -6.465
H -5.591 -1.580 -5.063
H -6.809 -2.125 -3.882
H -5.555 -0.965 -3.391
H -6.611 2.770 -5.844
H -7.626 2.554 -4.389
H -8.230 3.496 -5.772
```

Output
DFT total energy, eV: -81574.9309
Total charge: 0
E_LUMO, eV: -1.49
E_HOMO, eV: -7.86
Maximum force, eV Å⁻¹: 8.23
SMILES: CCCCCc1cc(CCOC(=O)CC)c2nsnc2c1OCCC.COP(=O)(OC)OC.COP(=O)(OC)OC